1.
DFT (wB97M-V/def2-TZVPD) results for a cluster of 12 separate species, C24H40Cl22FNO4S in total in a non-equilibrium geometry.

Atoms and positions in Å:
C: -4.362 0.878 0.818
C: -3.673 -0.487 1.273
C: -4.369 -1.498 2.212
C: -3.594 -2.807 2.623
C: -2.139 -3.107 2.118
C: -1.469 -4.491 2.589
C: -1.141 -4.413 4.166
C: -2.554 -5.697 2.402
C: -1.421 -2.074 1.174
O: -0.108 -2.414 0.736
C: 0.707 -1.254 0.497
N: 2.168 -1.519 0.877
C: 2.620 -0.297 1.618
C: 4.139 -0.359 2.135
O: 4.639 0.747 2.508
S: 3.006 -1.743 -0.608
O: 4.458 -2.139 -0.415
O: 2.389 -2.830 -1.467
F: 3.043 -0.260 -1.437
C: -2.224 -0.815 0.780
H: -4.283 0.951 -0.326
H: -3.721 1.741 1.248
H: -5.427 1.018 1.205
H: -5.418 -1.319 2.628
H: -4.174 -3.522 3.303
H: -0.564 -4.791 1.957
H: -1.637 -3.470 4.573
H: -0.012 -4.463 4.320
H: -1.653 -5.302 4.697
H: -3.516 -5.516 2.989
H: -2.092 -6.664 2.836
H: -2.757 -5.902 1.296
H: 0.716 -1.084 -0.643
H: 0.396 -0.319 1.070
H: 2.487 0.636 0.962
H: 1.970 -0.204 2.570
H: 4.773 -1.303 2.239
H: -1.738 -0.047 0.094
Cl: 7.833 0.336 -1.141
C: 7.183 0.505 0.495
Cl: 7.225 -1.038 1.359
H: 7.782 1.233 1.041
H: 6.152 0.848 0.433
Cl: -7.468 0.281 -1.375
C: -6.258 0.533 -2.640
Cl: -4.896 1.489 -2.039
H: -5.890 -0.435 -2.976
H: -6.720 1.061 -3.471
Cl: -10.373 -1.986 -5.475
C: -10.012 -1.155 -3.956
Cl: -9.039 0.293 -4.236
H: -10.948 -0.866 -3.480
H: -9.460 -1.832 -3.305
Cl: 9.982 2.064 2.769
C: 10.894 1.016 1.675
Cl: 12.635 1.262 1.857
H: 10.657 -0.023 1.902
H: 10.609 1.243 0.649
Cl: -3.479 4.054 1.283
C: -1.971 4.761 0.692
Cl: -0.995 3.560 -0.164
H: -2.206 5.577 0.010
H: -1.402 5.140 1.540
Cl: 6.191 1.042 7.195
C: 6.723 1.201 5.516
Cl: 7.398 2.805 5.208
H: 7.487 0.451 5.315
H: 5.869 1.044 4.858
Cl: 12.660 3.863 -2.301
C: 13.580 3.989 -0.797
Cl: 13.578 5.647 -0.184
H: 13.130 3.335 -0.051
H: 14.608 3.682 -0.985
Cl: -12.788 1.864 -5.133
C: -13.180 0.443 -6.107
Cl: -14.662 -0.335 -5.536
H: -13.318 0.750 -7.142
H: -12.359 -0.269 -6.039
Cl: -18.790 1.181 -7.615
C: -17.862 1.344 -6.119
Cl: -17.897 3.007 -5.523
H: -18.292 0.688 -5.363
H: -16.829 1.059 -6.311
Cl: 14.258 8.540 -2.978
C: 15.179 8.663 -1.474
Cl: 15.178 10.320 -0.858
H: 14.729 8.008 -0.728
H: 16.207 8.356 -1.662
Cl: 1.594 -5.102 1.229
C: 1.251 -6.518 0.226
Cl: -0.224 -7.337 0.750
H: 1.128 -6.196 -0.807
H: 2.086 -7.213 0.299

Results
- E_HOMO (eV) = -8.2
- orbital gap (eV) = 7.69
- charge = 0
- SMILES = Cc1ccc(C(C)C)c(OCN(CC=O)S(=O)(=O)F)c1.ClCCl.ClCCl.ClCCl.ClCCl.ClCCl.ClCCl.ClCCl.ClCCl.ClCCl.ClCCl.ClCCl

These are the Mulliken partial charges, in e, on atoms 1 to 8: number 1, C, carries -0.102; number 2, C, carries 0.325; number 3, C, carries -0.928; number 4, C, carries -0.368; number 5, C, carries 0.205; number 6, C, carries 2.255; number 7, C, carries -1.102; number 8, C, carries -1.472



2.
DFT (wB97M-V/def2-TZVPD) results for a structure of composition C24H30N2P2Ru in a non-equilibrium geometry.

Atoms and positions in Å:
C: -1.462 3.267 -3.716
C: -1.211 1.912 -3.428
C: 0.081 1.391 -3.552
C: 1.122 2.224 -4.089
C: 0.835 3.593 -4.405
C: -0.418 4.096 -4.197
C: 2.409 1.671 -4.141
C: 2.619 0.292 -4.008
C: 1.508 -0.493 -3.541
C: 1.661 -1.869 -3.374
C: 2.940 -2.451 -3.473
C: 4.052 -1.661 -3.862
C: 3.897 -0.337 -4.168
H: -2.455 3.693 -3.518
H: 1.653 4.218 -4.791
H: -0.654 5.154 -4.397
H: 3.224 2.274 -4.508
H: 3.087 -3.505 -3.194
H: 5.041 -2.152 -3.909
H: 4.736 0.280 -4.508
N: 0.472 0.195 -2.950
Ru: -0.296 -0.323 -0.162
C: -2.248 1.001 -2.837
H: -2.111 -0.012 -3.233
H: -3.266 1.326 -3.044
C: 0.453 -2.626 -2.915
H: -0.442 -2.275 -3.443
H: 0.551 -3.700 -3.034
P: -2.004 0.783 -0.986
P: 0.097 -2.247 -1.117
C: 1.482 -3.108 -0.295
H: 1.358 -2.991 0.785
H: 1.464 -4.168 -0.556
H: 2.441 -2.666 -0.586
C: -1.342 -3.330 -0.861
H: -1.073 -4.348 -1.165
H: -1.632 -3.332 0.197
H: -2.181 -2.968 -1.458
C: -2.330 2.489 -0.421
H: -3.275 2.894 -0.817
H: -2.378 2.487 0.680
H: -1.503 3.140 -0.738
C: -3.569 -0.071 -0.605
H: -3.689 -0.141 0.486
H: -4.423 0.488 -1.021
H: -3.550 -1.078 -1.042
H: 0.694 0.060 -1.651
H: -0.145 1.264 0.000
C: -2.603 -1.634 4.130
C: -2.685 -0.317 3.671
C: -1.920 0.049 2.541
N: -1.172 -0.831 1.823
C: -1.022 -2.074 2.371
C: -1.740 -2.511 3.494
H: -3.205 -1.967 4.959
H: -3.307 0.441 4.112
H: -1.897 1.080 2.187
H: -0.285 -2.726 1.867
H: -1.582 -3.556 3.810

Results
- 2S+1 = 6
- E_HOMO (spin up / spin down) (eV) = -8.5 / -10.6
- orbital gap (spin up / spin down) (eV) = 5.46 / 5.85
- charge = +1

These are the natural (NBO) partial charges, in e, on atoms 1 to 8: number 1, C, carries -0.204; number 2, C, carries -0.072; number 3, C, carries 0.215; number 4, C, carries -0.083; number 5, C, carries -0.183; number 6, C, carries -0.205; number 7, C, carries -0.153; number 8, C, carries -0.076



3.
DFT (wB97M-V/def2-TZVPD) results for the ion C3H6Cl2N3S with charge +1 in a non-equilibrium geometry.

Atoms and positions in Å:
C: -1.151 1.044 -1.325
C: 0.163 -0.682 0.869
C: 1.411 0.092 0.987
N: -1.452 1.397 -0.071
N: -0.574 -0.088 -1.535
N: 0.156 -1.974 0.780
S: -1.422 0.094 1.033
Cl: 1.233 1.885 0.705
Cl: 2.464 -0.621 -0.365
H: -1.287 1.873 -2.068
H: 1.955 -0.033 1.911
H: -1.521 2.409 0.348
H: -0.506 -0.526 -2.420
H: 1.122 -2.373 0.711
H: -0.591 -2.497 0.440

Results
- E_HOMO (eV) = -13.8
- ΔE to the lowest compared entry with this formula, charge and spin (eV) = 0.834
- orbital gap (eV) = 8.51
- charge = +1

These are the natural (NBO) partial charges, in e, on atoms 1 to 8: number 1, C, carries 0.295; number 2, C, carries 0.261; number 3, C, carries -0.279; number 4, N, carries -0.747; number 5, N, carries -0.759; number 6, N, carries -0.648; number 7, S, carries 0.569; number 8, Cl, carries 0.043



4.
DFT (wB97M-V/def2-TZVPD) results for the molecule C3H5NO2.

Atoms and positions in Å:
O: -0.053 -1.656 2.115
C: -0.321 -1.071 1.154
N: -1.182 -0.490 0.326
C: -0.582 0.798 -0.137
C: 0.871 0.357 -0.610
O: 0.917 -1.023 -0.373
H: -0.512 -1.097 -0.481
H: -1.220 1.176 -0.941
H: -0.566 1.533 0.674
H: 1.647 0.894 -0.045
H: 1.001 0.579 -1.680

Results
- E_HOMO (eV) = -9.9
- ΔE to the lowest compared entry with this formula, charge and spin (eV) = 3.711
- orbital gap (eV) = 10.45
- charge = 0

These are the natural (NBO) partial charges, in e, on atoms 1 to 8: number 1, O, carries -0.413; number 2, C, carries 0.954; number 3, N, carries -0.666; number 4, C, carries -0.259; number 5, C, carries -0.102; number 6, O, carries -0.735; number 7, H, carries 0.465; number 8, H, carries 0.212